{
  "formula": "C4H10NO3",
  "method": "ωB97M-V with the def2-TZVPD basis set",
  "relative_energy_kj_mol": 1091.8,
  "total_charge": 1,
  "orbital_gap_ev": 5.90,
  "species": ["O", "C", "C", "C", "C", "O", "N", "H", "H", "H", "H", "H", "H", "H", "H", "H", "H", "O"],
  "positions_angstrom": [[-1.25, 1.28, -0.32], [-0.52, 0.32, -0.80], [0.68, -0.03, 0.08], [1.01, -1.37, 0.03], [0.17, -0.96, 1.42], [0.66, -0.62, 2.43], [-0.86, -2.16, -1.68], [-1.16, -0.66, -0.92], [1.37, 0.74, 0.37], [2.02, -1.70, 0.25], [0.34, -1.95, -0.70], [-0.81, -1.45, 1.43], [-0.15, 0.55, -1.80], [-1.67, -2.82, -1.60], [-0.65, -2.09, -2.69], [-0.48, 2.26, -0.40], [0.37, 3.77, -0.49], [0.45, 2.81, -0.49]]
}